DFT (ωB97M-V/def2-TZVPD) results for an isolated molecule of C6H13N.

Each line ends with the Mulliken charge.
Positions of all 20 atoms, in Å:
C (-2.43264, 0.13399, 1.46333)  -1.3344
C (-1.04130, 0.15597, 0.83149)  -0.1460
C (-1.09305, 0.63558, -0.61953)  -0.6435
N (0.69901, -0.74645, -1.47602)  -0.4896
C (0.24926, 0.62729, -1.35893)  -0.5479
C (1.70836, -1.19286, -0.85281)  0.1157
C (2.70328, -0.51524, 0.05565)  -0.9684
H (-3.09926, -0.53804, 0.90950)  0.3259
H (-2.88809, 1.13159, 1.45218)  0.3298
H (-2.40291, -0.20820, 2.50320)  0.3638
H (-0.37449, 0.80101, 1.42205)  0.2561
H (-0.61020, -0.85291, 0.86505)  0.2547
H (-1.51816, 1.64767, -0.65563)  0.3317
H (-1.77297, -0.01915, -1.17919)  0.3167
H (0.96784, 1.31478, -0.88428)  0.2780
H (0.07785, 0.99678, -2.37807)  0.3347
H (1.89885, -2.26394, -0.98748)  0.3567
H (3.71537, -0.70227, -0.32197)  0.3190
H (2.56288, 0.56245, 0.15829)  0.2912
H (2.65036, -0.96804, 1.05315)  0.2557

Atoms 1-2, force components in eV/Å:
C -0.05 0.00 0.03
C 0.07 -0.02 -0.02

* HOMO-LUMO gap: 10.4 eV
* DFT total energy: -7922.4727 eV
* LUMO level: 0.04123 hartree
* SMILES: C/C=N\CCCC
* total charge: 0
* energy above the lowest of the compared OMol25 structures with the same formula, charge and spin: 34.77 kJ/mol
* highest occupied orbital energy: -9.3 eV

=====

DFT (ωB97M-V/def2-TZVPD) results for the ion C2H6N5 with charge +1 at a distorted geometry.

Each line ends with the Mulliken charge.
Positions of all 13 atoms, in Å:
C (1.67751, -0.35940, 0.40766)  -0.2785
C (-0.60580, -0.11887, -0.56508)  0.2502
N (0.96026, -1.54753, 0.22182)  -0.1297
N (-0.10757, -1.50821, -0.36705)  -0.1299
N (-2.81090, 0.11818, 0.19077)  -0.5978
N (-1.61913, 0.40295, 0.30301)  0.0490
N (0.71031, 0.69686, -0.13944)  -0.2329
H (1.94455, -0.16334, 1.51251)  0.3057
H (2.54762, -0.41853, -0.14960)  0.3289
H (-1.07384, -0.31017, -1.55381)  0.3784
H (-3.32726, 0.69061, 0.83749)  0.2964
H (0.47297, 1.56372, 0.33997)  0.3566
H (1.23129, 0.95373, -1.03824)  0.4037

Atoms 1-2, force components in eV/Å:
C -2.08 1.54 3.63
C 0.14 -1.59 0.00

* HOMO-LUMO gap: 9.4 eV
* DFT total energy: -9610.4175 eV
* LUMO level: -0.17415 hartree
* SMILES: [H]/N=N/[C@@H]1N=NC[NH2+]1
* total charge: +1
* energy above the lowest of the compared OMol25 structures with the same formula, charge and spin: 443.68 kJ/mol
* highest occupied orbital energy: -14.2 eV